{
  "formula": "C5H10O3",
  "method": "wB97M-V/def2-TZVPD",
  "homo_ha": -0.3566,
  "homo_lumo_gap_ev": 10.319,
  "smiles": "C=CCCC(=O)O.O",
  "e_lumo_ev": 0.62,
  "relative_energy_kj_mol": 123.0,
  "max_force_ha_per_bohr": 0.0373,
  "elements": ["C", "C", "C", "C", "C", "O", "O", "H", "H", "H", "H", "H", "H", "H", "H", "O", "H", "H"],
  "positions_angstrom": [[-0.554, 0.928, -3.134], [-0.297, -0.086, -2.314], [-0.693, -0.137, -0.851], [0.455, 0.387, -0.012], [0.167, 0.803, 1.401], [-0.693, 0.554, 2.192], [1.239, 1.579, 1.809], [-1.219, 1.694, -2.763], [0.017, 1.071, -4.040], [0.497, -0.798, -2.521], [-0.797, -1.218, -0.726], [-1.641, 0.266, -0.524], [0.947, 1.227, -0.491], [1.282, -0.318, 0.132], [1.004, 2.166, 2.536], [0.105, -3.147, 0.424], [0.100, -3.892, -0.175], [0.001, -3.488, 1.318]],
  "forces_ev_per_angstrom": [[0.361, -0.384, 0.563], [0.456, 1.268, 0.647], [0.104, -1.828, -0.573], [0.221, -0.129, 0.362], [1.172, 0.931, 1.086], [-0.813, -0.340, -0.677], [0.137, 0.224, -0.760], [-0.172, 0.250, -0.350], [-0.388, -0.044, -0.270], [-0.186, -0.115, -0.397], [-0.084, 0.070, 0.823], [-0.238, 0.606, -0.419], [-0.165, 0.273, -0.068], [-0.178, -0.324, -0.285], [-0.266, -0.428, 0.316], [0.078, 0.408, 0.131], [-0.020, -0.324, 0.027], [-0.017, -0.115, -0.154]],
  "lowdin_charge": [0.000, -0.187, -0.198, -0.113, -0.497, 0.121, 0.054, 0.058, 0.051, 0.103, 0.084, 0.118, 0.122, 0.138, 0.112, -0.045, 0.035, 0.044]
}